No. 1
{
  "formula": "C36H43AsO5PPt",
  "method": "the ωB97M-V functional and the def2-TZVPD basis",
  "total_charge": -1,
  "energy_ha": -4470.2846,
  "e_lumo_ha": 0.08482,
  "homo_ev": -4.379,
  "de_lowest_kcal_mol": 46.0,
  "symbols": ["Pt", "O", "C", "O", "C", "O", "O", "C", "C", "O", "C", "C", "H", "H", "H", "H", "H", "H", "H", "H", "H", "H", "C", "C", "C", "C", "H", "H", "H", "H", "H", "H", "H", "H", "H", "C", "C", "As", "C", "C", "C", "C", "C", "C", "C", "C", "C", "C", "C", "C", "P", "C", "C", "C", "C", "C", "C", "C", "C", "C", "C", "C", "C", "H", "H", "H", "H", "H", "H", "H", "H", "H", "H", "H", "H", "H", "H", "H", "H", "H", "H", "H", "H", "H", "H", "H", "H"],
  "coordinates": [[1.653, -1.102, -1.555], [-0.561, -2.928, -4.287], [-0.327, -2.569, -3.142], [-0.231, -1.324, -2.710], [-0.141, -3.633, -2.023], [-1.079, -4.426, -1.856], [0.961, -3.529, -1.374], [2.172, -0.691, -4.593], [3.020, -1.937, -4.638], [2.939, -2.574, -3.370], [3.591, -3.839, -3.380], [3.771, -4.378, -1.978], [2.596, 0.104, -5.208], [2.134, -0.375, -3.541], [1.146, -0.888, -4.897], [4.073, -1.695, -4.842], [2.679, -2.618, -5.424], [4.566, -3.729, -3.875], [2.995, -4.538, -3.976], [4.539, -3.818, -1.438], [4.065, -5.428, -2.024], [2.829, -4.285, -1.434], [3.565, 1.109, 0.546], [4.321, -0.047, -0.079], [5.323, -0.612, 0.930], [3.435, -1.191, -0.590], [4.259, 1.884, 0.892], [2.979, 0.774, 1.407], [2.883, 1.551, -0.175], [4.884, 0.360, -0.928], [4.799, -0.898, 1.849], [6.096, 0.119, 1.187], [5.817, -1.504, 0.536], [3.240, -1.881, 0.241], [4.017, -1.744, -1.335], [-1.749, -0.018, -0.630], [-2.606, 0.126, 0.620], [-4.383, 0.894, 0.254], [-3.729, 2.630, -0.375], [-3.988, 2.994, -1.693], [-3.503, 4.191, -2.210], [-2.764, 5.043, -1.403], [-2.499, 4.687, -0.085], [-2.973, 3.486, 0.423], [-4.751, 1.447, 2.099], [-4.277, 0.743, 3.202], [-4.571, 1.168, 4.494], [-5.349, 2.297, 4.699], [-5.837, 3.002, 3.604], [-5.545, 2.574, 2.317], [0.023, -0.300, -0.224], [-0.063, -1.671, 0.984], [-1.014, -2.676, 0.858], [-0.961, -3.805, 1.664], [0.043, -3.941, 2.608], [1.015, -2.953, 2.726], [0.967, -1.835, 1.912], [0.308, 1.203, 0.789], [0.273, 1.271, 2.179], [0.416, 2.492, 2.829], [0.579, 3.660, 2.098], [0.622, 3.601, 0.710], [0.502, 2.381, 0.066], [-1.783, 0.889, -1.237], [-2.073, -0.842, -1.265], [-2.132, 0.790, 1.345], [-2.751, -0.836, 1.105], [-4.571, 2.331, -2.322], [-3.699, 4.455, -3.242], [-2.391, 5.980, -1.798], [-1.911, 5.342, 0.548], [-2.748, 3.215, 1.450], [-3.669, -0.143, 3.064], [-4.183, 0.615, 5.342], [-5.579, 2.626, 5.705], [-6.440, 3.890, 3.754], [-5.926, 3.127, 1.467], [-1.780, -2.623, 0.095], [-1.698, -4.585, 1.531], [0.091, -4.829, 3.226], [1.822, -3.068, 3.440], [1.759, -1.096, 1.967], [0.117, 0.371, 2.759], [0.390, 2.530, 3.911], [0.658, 4.613, 2.608], [0.747, 4.509, 0.132], [0.555, 2.327, -1.018]]
}

=====

No. 2
{
  "formula": "C36H43BF4N4O4S3Ti",
  "method": "the ωB97M-V functional and the def2-TZVPD basis",
  "energy_ha": -4386.3349,
  "e_lumo_ha": -0.04615,
  "homo_ev": -7.600,
  "de_lowest_kcal_mol": 0.9,
  "symbols": ["Ti", "C", "S", "C", "S", "N", "N", "C", "C", "C", "C", "C", "C", "N", "H", "H", "H", "H", "H", "H", "H", "H", "N", "C", "C", "O", "O", "H", "H", "H", "H", "C", "C", "C", "C", "C", "C", "C", "C", "C", "C", "C", "C", "O", "H", "H", "H", "H", "H", "H", "H", "H", "H", "H", "H", "H", "H", "H", "H", "H", "H", "F", "B", "F", "F", "F", "O", "S", "C", "C", "C", "C", "C", "C", "C", "C", "C", "C", "C", "C", "C", "C", "H", "H", "H", "H", "H", "H", "H", "H", "H", "H", "H", "H", "H", "H"],
  "coordinates": [[-0.530, 0.203, -0.850], [-0.826, 5.913, -0.199], [-0.021, 4.715, 0.870], [-1.076, 3.299, 0.714], [-2.455, 3.259, -0.198], [-0.533, 2.297, 1.420], [-0.922, 1.049, 1.076], [-1.147, 0.226, 2.046], [-1.309, -1.185, 1.758], [-1.737, -2.111, 2.704], [-1.849, -3.437, 2.323], [-1.533, -3.801, 1.021], [-1.124, -2.815, 0.137], [-1.014, -1.544, 0.502], [-0.165, 6.778, -0.222], [-0.937, 5.504, -1.201], [-1.799, 6.198, 0.193], [-1.211, 0.613, 3.057], [-1.969, -1.790, 3.710], [-2.180, -4.181, 3.035], [-1.608, -4.825, 0.687], [-0.867, -3.040, -0.891], [1.539, 1.107, -0.435], [1.794, 2.260, -1.300], [0.523, 2.636, -2.038], [0.373, 3.619, -2.700], [-0.442, 1.710, -1.865], [1.599, 1.362, 0.546], [2.241, 0.385, -0.572], [2.546, 2.011, -2.049], [2.129, 3.130, -0.738], [-4.565, -1.928, -0.641], [-4.907, -0.439, -0.725], [-4.470, 0.309, 0.528], [-4.413, 0.146, -2.035], [-5.354, 0.612, -2.946], [-4.999, 0.992, -4.230], [-3.690, 0.844, -4.647], [-2.699, 0.388, -3.782], [-1.325, 0.082, -4.335], [-0.754, 1.214, -5.186], [-1.367, -1.234, -5.118], [-3.074, 0.124, -2.457], [-2.106, -0.197, -1.533], [-4.980, -2.362, 0.271], [-3.488, -2.076, -0.627], [-4.968, -2.474, -1.496], [-5.998, -0.369, -0.782], [-3.392, 0.432, 0.566], [-4.793, -0.236, 1.418], [-4.896, 1.311, 0.565], [-6.392, 0.656, -2.638], [-5.751, 1.362, -4.915], [-3.424, 1.074, -5.670], [-0.633, -0.064, -3.516], [-1.290, 1.317, -6.132], [0.289, 0.999, -5.424], [-0.797, 2.165, -4.659], [-2.017, -1.143, -5.991], [-1.750, -2.049, -4.500], [-0.367, -1.506, -5.456], [1.821, -0.131, -3.266], [1.848, -1.310, -2.572], [0.568, -1.248, -1.647], [2.891, -1.365, -1.674], [1.678, -2.428, -3.314], [1.645, -0.944, 1.375], [2.516, -2.160, 1.372], [2.130, -3.068, 2.909], [2.343, -2.314, 4.187], [3.284, -2.763, 5.109], [3.517, -2.061, 6.282], [2.814, -0.896, 6.544], [1.874, -0.440, 5.630], [1.635, -1.145, 4.462], [4.215, -1.606, 1.829], [4.462, -0.207, 1.363], [5.066, 0.040, 0.135], [5.283, 1.344, -0.288], [4.889, 2.409, 0.510], [4.271, 2.168, 1.730], [4.060, 0.865, 2.154], [2.731, -3.980, 2.876], [1.086, -3.352, 2.765], [3.842, -3.670, 4.905], [4.252, -2.424, 6.989], [2.997, -0.346, 7.457], [1.326, 0.472, 5.826], [0.925, -0.777, 3.738], [4.893, -2.316, 1.355], [4.309, -1.677, 2.912], [5.364, -0.789, -0.494], [5.762, 1.526, -1.241], [5.057, 3.425, 0.180], [3.952, 2.995, 2.349], [3.576, 0.675, 3.104]]
}

=====

No. 3
{
  "formula": "C36H43EuFN8O5S",
  "method": "the ωB97M-V functional and the def2-TZVPD basis",
  "total_charge": 1,
  "energy_ha": -3420.2497,
  "e_lumo_ha": [-0.09434, -0.09085],
  "homo_ev": [-9.140, -9.114],
  "spin_multiplicity": 7,
  "symbols": ["Eu", "C", "C", "N", "N", "C", "N", "S", "C", "C", "C", "C", "C", "N", "H", "H", "H", "H", "H", "H", "H", "H", "H", "H", "C", "C", "C", "C", "C", "C", "N", "C", "C", "C", "C", "C", "C", "C", "O", "O", "C", "C", "H", "H", "H", "H", "H", "H", "H", "H", "H", "H", "H", "H", "H", "H", "F", "C", "C", "C", "C", "C", "C", "C", "H", "H", "H", "H", "H", "H", "O", "C", "O", "C", "N", "C", "C", "C", "H", "H", "H", "H", "H", "H", "H", "H", "H", "N", "C", "N", "O", "H", "H", "H", "H"],
  "coordinates": [[-0.682, 0.536, -0.829], [2.759, -0.627, 1.374], [1.271, -0.717, 1.563], [0.539, -1.672, 1.135], [1.148, -2.685, 0.457], [0.672, -3.959, 0.535], [1.401, -4.838, -0.165], [-0.660, -4.455, 1.429], [0.528, 0.355, 2.298], [1.095, 1.011, 3.375], [0.394, 2.048, 3.973], [-0.852, 2.391, 3.480], [-1.355, 1.663, 2.415], [-0.693, 0.660, 1.838], [3.257, -1.500, 1.801], [3.166, 0.272, 1.830], [3.003, -0.581, 0.309], [2.037, -2.527, 0.001], [2.096, -4.561, -0.843], [1.049, -5.778, -0.219], [2.069, 0.717, 3.745], [0.825, 2.586, 4.808], [-1.418, 3.213, 3.896], [-2.317, 1.904, 1.978], [7.763, 2.338, 1.937], [6.829, 2.933, 0.915], [7.342, 3.533, -0.227], [6.500, 4.095, -1.177], [5.132, 4.048, -0.991], [4.601, 3.457, 0.153], [3.187, 3.378, 0.312], [2.317, 4.424, 0.131], [2.765, 5.756, 0.170], [1.890, 6.803, -0.010], [0.527, 6.583, -0.233], [0.071, 5.286, -0.256], [0.939, 4.198, -0.077], [0.370, 2.848, -0.148], [-0.872, 2.691, -0.459], [1.081, 1.816, 0.068], [5.440, 2.902, 1.121], [4.885, 2.293, 2.385], [8.798, 2.418, 1.609], [7.545, 1.282, 2.113], [7.676, 2.845, 2.901], [8.416, 3.560, -0.375], [6.911, 4.559, -2.064], [4.459, 4.469, -1.728], [2.760, 2.465, 0.261], [3.814, 5.952, 0.350], [2.271, 7.817, 0.032], [-0.154, 7.413, -0.369], [-0.978, 5.071, -0.408], [3.806, 2.429, 2.447], [5.333, 2.759, 3.266], [5.113, 1.225, 2.451], [2.374, -4.644, -2.561], [1.537, -3.584, -2.750], [2.063, -2.320, -2.798], [1.188, -1.239, -2.952], [-0.203, -1.416, -3.067], [-1.109, -0.262, -3.160], [-0.676, -2.742, -3.003], [0.178, -3.819, -2.858], [3.137, -2.180, -2.744], [1.593, -0.237, -3.026], [-2.127, -0.544, -3.428], [-0.733, 0.496, -3.841], [-1.744, -2.918, -3.070], [-0.196, -4.835, -2.823], [-3.044, 0.487, -0.302], [-2.885, -0.719, 0.003], [-1.864, -1.391, -0.283], [-3.950, -1.460, 0.798], [-3.217, -2.534, 1.564], [-2.992, -1.971, 2.931], [-4.314, -1.270, 3.207], [-4.678, -0.617, 1.858], [-4.611, -1.942, 0.078], [-2.331, -2.796, 1.100], [-3.774, -3.385, 1.625], [-2.161, -1.272, 2.835], [-2.719, -2.766, 3.618], [-4.234, -0.552, 4.020], [-5.066, -2.009, 3.492], [-4.312, 0.405, 1.793], [-5.752, -0.591, 1.690], [1.835, 3.612, -3.713], [0.754, 2.937, -3.247], [-0.463, 3.468, -3.534], [0.899, 1.891, -2.607], [1.752, 4.387, -4.346], [2.730, 3.169, -3.611], [-0.534, 4.421, -3.844], [-1.246, 3.110, -3.013]]
}

=====

No. 4
{
  "formula": "C36H44B2N6O5PSTc",
  "method": "the ωB97M-V functional and the def2-TZVPD basis",
  "total_charge": 1,
  "energy_ha": -2972.9405,
  "e_lumo_ha": [-0.08952, -0.15546],
  "homo_ev": [-9.913, -9.905],
  "spin_multiplicity": 4,
  "symbols": ["Tc", "B", "N", "C", "C", "C", "N", "N", "C", "C", "C", "N", "H", "H", "H", "H", "H", "H", "H", "H", "O", "S", "O", "O", "C", "C", "C", "C", "C", "C", "P", "C", "C", "C", "C", "C", "C", "C", "C", "C", "C", "C", "C", "H", "H", "H", "H", "H", "H", "H", "H", "H", "H", "H", "H", "H", "H", "C", "C", "C", "O", "B", "O", "C", "C", "C", "H", "H", "H", "H", "H", "H", "H", "H", "H", "H", "H", "H", "N", "C", "N", "C", "C", "C", "C", "C", "H", "H", "H", "H", "H", "H", "H", "H", "H", "H"],
  "coordinates": [[0.845, 1.450, 0.038], [-2.134, 3.088, -0.023], [-1.430, 3.003, 1.361], [-1.754, 3.605, 2.497], [-0.848, 3.250, 3.490], [0.034, 2.396, 2.871], [-0.331, 2.224, 1.573], [-1.025, 3.594, -1.034], [-1.152, 4.481, -2.008], [0.055, 4.590, -2.706], [0.893, 3.704, -2.076], [0.249, 3.117, -1.043], [-2.518, 1.994, -0.364], [-3.000, 3.929, 0.028], [-2.620, 4.250, 2.530], [-0.843, 3.563, 4.522], [0.907, 1.904, 3.272], [-2.093, 4.995, -2.147], [0.278, 5.234, -3.542], [1.927, 3.472, -2.273], [2.570, 1.063, 2.036], [2.253, -0.368, 1.899], [3.342, -1.234, 1.579], [1.160, -0.400, 0.834], [1.488, -1.013, 3.351], [2.448, -1.309, 4.321], [2.082, -1.922, 5.502], [0.751, -2.271, 5.693], [-0.185, -1.974, 4.712], [0.139, -1.321, 3.519], [-1.223, -1.022, 2.264], [-1.547, -2.775, 1.784], [-0.631, -3.350, 0.904], [-0.796, -4.653, 0.456], [-1.893, -5.404, 0.866], [-2.812, -4.841, 1.738], [-2.636, -3.539, 2.198], [-2.643, -0.568, 3.324], [-2.518, -0.042, 4.610], [-3.620, 0.485, 5.278], [-4.866, 0.497, 4.672], [-5.003, -0.002, 3.382], [-3.902, -0.519, 2.713], [3.490, -1.072, 4.133], [2.830, -2.152, 6.250], [0.444, -2.788, 6.595], [-1.217, -2.262, 4.874], [0.234, -2.770, 0.564], [-0.063, -5.086, -0.216], [-2.026, -6.420, 0.513], [-3.665, -5.419, 2.075], [-3.356, -3.129, 2.893], [-1.553, -0.031, 5.100], [-3.502, 0.883, 6.279], [-5.725, 0.896, 5.197], [-5.970, 0.018, 2.894], [-4.017, -0.870, 1.688], [-2.983, 0.117, -2.784], [-2.011, -0.891, -2.205], [-2.710, -2.173, -1.822], [-1.474, -0.313, -0.981], [-0.315, 0.266, -1.332], [0.153, 0.002, -2.587], [-0.728, -1.077, -3.077], [-0.936, -0.884, -4.559], [0.005, -2.373, -2.786], [-3.752, 0.330, -2.042], [-3.461, -0.277, -3.683], [-2.487, 1.060, -3.034], [-3.611, -1.943, -1.251], [-2.075, -2.818, -1.211], [-3.010, -2.718, -2.724], [-1.297, 0.118, -4.790], [-1.659, -1.612, -4.938], [0.008, -1.044, -5.085], [0.127, -2.531, -1.710], [0.996, -2.332, -3.243], [-0.530, -3.227, -3.204], [2.366, 1.064, -1.238], [3.336, 0.820, -1.820], [4.412, 0.545, -2.476], [4.280, 0.015, -3.867], [4.386, 1.170, -4.850], [5.675, 1.968, -4.624], [5.810, 2.445, -3.174], [5.672, 1.293, -2.194], [3.345, -0.533, -3.943], [5.101, -0.688, -3.997], [3.513, 1.821, -4.726], [4.349, 0.771, -5.865], [5.702, 2.826, -5.297], [6.536, 1.342, -4.880], [5.043, 3.196, -2.953], [6.779, 2.922, -3.015], [5.662, 1.611, -1.155], [6.481, 0.574, -2.316]]
}

=====

No. 5
{
  "formula": "C36H44ClN4OV",
  "method": "the ωB97M-V functional and the def2-TZVPD basis",
  "total_charge": 1,
  "energy_ha": -3096.3753,
  "e_lumo_ha": [-0.10292, -0.11152],
  "homo_ev": [-9.315, -9.575],
  "spin_multiplicity": 4,
  "de_lowest_kcal_mol": 10.1,
  "symbols": ["V", "C", "C", "C", "C", "C", "C", "H", "H", "H", "H", "H", "H", "C", "C", "C", "C", "C", "C", "C", "N", "C", "C", "C", "C", "C", "C", "C", "N", "C", "C", "C", "C", "H", "H", "H", "H", "H", "H", "H", "H", "H", "H", "H", "H", "H", "H", "H", "H", "H", "H", "H", "H", "H", "H", "H", "H", "C", "N", "N", "C", "O", "C", "C", "C", "C", "C", "C", "C", "C", "C", "H", "H", "H", "H", "H", "H", "H", "H", "H", "H", "H", "H", "Cl", "C", "H", "H"],
  "coordinates": [[10.181, 7.940, 13.763], [8.862, 5.826, 11.746], [9.957, 5.150, 12.352], [10.189, 5.293, 13.707], [9.323, 6.057, 14.552], [8.174, 6.648, 13.949], [7.914, 6.440, 12.566], [8.824, 5.839, 10.664], [10.630, 4.526, 11.728], [11.103, 4.777, 14.148], [9.540, 6.214, 15.617], [7.454, 7.195, 14.607], [6.986, 6.843, 12.177], [16.473, 7.033, 11.157], [16.270, 8.239, 12.108], [17.325, 8.168, 13.219], [16.430, 9.484, 11.186], [14.814, 8.182, 12.568], [14.433, 7.965, 13.931], [13.127, 7.699, 14.197], [12.158, 7.835, 13.282], [12.488, 8.186, 11.989], [13.799, 8.183, 11.588], [11.359, 8.695, 11.194], [11.489, 9.014, 9.850], [10.304, 9.330, 9.091], [9.146, 9.582, 9.857], [9.118, 9.425, 11.232], [10.206, 8.946, 11.896], [10.248, 9.281, 7.539], [9.154, 10.250, 6.974], [11.627, 9.527, 6.876], [9.817, 7.838, 7.187], [17.496, 7.036, 10.783], [15.776, 6.969, 10.308], [16.305, 6.104, 11.770], [18.298, 8.435, 12.846], [17.451, 7.175, 13.657], [17.144, 8.839, 14.070], [17.415, 9.596, 10.733], [16.120, 10.365, 11.759], [15.665, 9.434, 10.422], [15.132, 7.931, 14.748], [12.760, 7.403, 15.178], [14.017, 8.327, 10.546], [12.417, 8.811, 9.355], [8.164, 9.851, 9.433], [8.216, 9.635, 11.825], [9.378, 11.285, 7.209], [8.107, 10.040, 7.318], [9.148, 10.233, 5.845], [11.956, 10.589, 6.912], [11.581, 9.331, 5.804], [12.383, 8.863, 7.332], [8.920, 7.531, 7.775], [10.616, 7.131, 7.359], [9.470, 7.789, 6.144], [10.365, 16.680, 10.128], [11.238, 15.649, 10.670], [10.724, 14.578, 11.481], [11.735, 13.648, 11.581], [11.572, 12.483, 12.032], [12.948, 14.170, 10.945], [12.566, 15.343, 10.331], [13.348, 16.296, 9.478], [9.416, 14.516, 12.147], [9.060, 15.419, 13.170], [7.732, 15.472, 13.619], [6.723, 14.655, 13.048], [7.053, 13.776, 11.994], [8.396, 13.700, 11.593], [9.636, 16.307, 9.382], [10.975, 17.512, 9.711], [9.763, 17.089, 10.986], [13.863, 13.629, 10.844], [14.416, 16.178, 9.601], [13.097, 17.335, 9.727], [13.090, 16.097, 8.428], [9.805, 16.079, 13.625], [7.431, 16.174, 14.416], [5.725, 14.680, 13.419], [6.306, 13.113, 11.563], [8.682, 13.005, 10.833], [8.814, 10.187, 14.663], [10.572, 9.326, 15.042], [10.726, 9.311, 16.127], [11.206, 10.129, 14.660]]
}